Below is 3 unconnected molecules or ions with the total composition C22H55FN7O3P2, with properties calculated with wB97M-V/def2-TZVPD.

XYZ file:
```
90
Properties=species:S:1:pos:R:3:lowdin_charge:R:1
P -0.71142 0.12542 -2.40730 0.61
P 4.90631 4.10043 -0.08324 0.54
F -1.27092 -5.17857 1.73004 0.04
O -0.94961 -0.85894 -1.30939 -0.32
O 3.53573 3.91004 -0.58634 -0.28
O -5.46027 -5.19424 0.98419 -0.04
N 5.39371 2.65812 0.64114 -0.28
N 0.65297 -0.67785 -3.12798 -0.29
N 4.80326 5.33031 1.07743 -0.31
N -1.30160 0.79522 -3.85505 -0.28
N -3.43578 -4.95476 2.33368 0.09
N -0.23090 1.54459 -1.66351 -0.31
N 6.29781 4.64072 -0.85162 -0.28
C 0.92508 2.31935 -2.09106 -0.12
C -5.99921 -2.97017 1.99523 -0.16
C -1.97941 -0.19104 -4.72680 -0.11
C -4.89724 -6.65241 2.96740 -0.07
C -2.63097 -4.16122 0.10428 0.02
C -4.51512 -5.84692 1.72253 -0.27
C -6.44431 -4.40162 1.66191 -0.16
C 1.53039 -0.06307 -4.11205 -0.13
C 5.61353 5.37799 2.27969 -0.14
C -4.69958 -5.66796 4.13929 -0.08
C -5.82699 -1.93504 4.33478 -0.10
C -3.55931 -4.86919 3.60412 0.04
C 6.25995 6.05085 -1.29262 -0.11
C -2.33903 -4.31165 1.57107 -0.30
C 0.49374 -2.10214 -3.39718 -0.14
C -2.23460 1.93814 -3.68617 -0.11
C -6.75457 -2.38307 3.20483 -0.24
C -0.36382 1.57335 -0.20774 -0.12
C 5.05770 1.44526 -0.10710 -0.12
C 3.45501 5.82843 1.34353 -0.12
C 6.63229 2.49454 1.38878 -0.12
C 6.65492 3.80673 -2.01973 -0.11
H 2.40683 -0.70277 -4.23737 0.08
H -7.33412 -1.51530 2.89040 0.11
H -6.83484 -4.91669 2.54510 0.11
H -3.56717 -3.64848 -0.09756 0.09
H 6.75262 3.24636 2.15316 0.04
H -5.09080 -2.70187 4.59388 0.05
H 5.68059 1.28825 -0.99479 0.07
H 5.44179 6.25376 -1.99155 0.09
H -5.85108 -7.16937 2.92386 0.14
H 0.92933 3.28302 -1.58082 0.08
H 0.44193 1.02819 0.29586 0.09
H -4.32807 -6.20126 5.01710 0.14
H -3.12993 1.67875 -3.11284 0.09
H -0.15423 -2.33138 -4.25294 0.06
H 1.07133 0.06413 -5.10357 0.08
H -4.12222 -7.41126 3.08360 0.14
H 5.49324 6.35576 2.75112 0.08
H 6.67203 5.27724 2.04420 0.08
H -2.80471 -0.70631 -4.22626 0.09
H -2.61236 -5.15071 -0.35246 0.10
H -6.25199 -2.36015 1.12715 0.12
H 6.93111 2.80358 -1.70012 0.06
H 2.90146 5.96519 0.42026 0.07
H 0.08261 -2.60344 -2.52353 0.06
H -5.56301 -5.06165 4.41108 0.12
H -0.33345 2.61359 0.12056 0.08
H 7.52494 4.23775 -2.51221 0.08
H 6.16274 6.71365 -0.43947 0.07
H 7.20331 6.27490 -1.79038 0.08
H -7.48769 -3.09957 3.58692 0.11
H -5.30480 -1.01725 4.06293 0.08
H 7.52969 2.50158 0.75629 0.09
H 1.86948 1.82382 -1.84920 0.07
H -1.31324 1.14978 0.10719 0.06
H 6.59596 1.53136 1.90105 0.08
H 5.18148 0.57656 0.54122 0.08
H 1.47046 -2.54350 -3.60545 0.08
H 0.88652 2.53564 -3.15765 0.08
H -4.92015 -2.88909 2.12767 0.09
H 1.89671 0.90084 -3.78696 0.04
H -2.07169 -3.37498 2.06253 0.17
H -1.79693 -3.59163 -0.30781 0.09
H 5.84464 3.73430 -2.75267 0.09
H 5.32614 4.61796 3.01656 0.08
H -6.38863 -1.71817 5.24400 0.08
H 2.87749 5.16055 1.99436 0.09
H -2.54511 2.26936 -4.67677 0.08
H 3.53667 6.80079 1.83428 0.08
H -1.27061 -0.92983 -5.08929 0.06
H -7.27712 -4.34546 0.96360 0.14
H -2.86691 -4.29408 4.21195 0.17
H -4.00204 -6.49649 1.01391 0.17
H -2.37862 0.32562 -5.59761 0.08
H -1.73512 2.76713 -3.19587 0.07
H 4.01779 1.48167 -0.42566 0.06
```

* net charge: +1
* Kohn-Sham gap: 5.82 eV
* HOMO: -9.94 eV
* F_max: 5.3 eV Å⁻¹